Below is a cluster of 13 separate species, C74H64Br2N12O24 in total in a non-equilibrium geometry, with properties calculated with ωB97M-V/def2-TZVPD.

Atoms and positions in Å:
C: -1.728 0.500 5.396
H: -1.387 3.787 4.812
N: 6.863 -2.857 -1.693
C: -3.279 5.974 -5.668
H: 4.388 -2.662 4.788
H: -5.016 2.153 3.157
H: 2.421 7.173 -0.570
O: 1.607 2.221 2.662
O: 0.605 5.187 -3.149
O: 0.525 -9.267 3.512
Br: -0.319 2.285 -1.210
H: -6.613 6.343 -1.782
C: 2.389 6.381 0.164
H: 7.461 -2.714 1.011
O: 7.988 -2.510 -1.531
C: -1.105 1.741 5.044
O: 4.385 2.373 0.177
C: -1.129 -4.462 4.906
H: 0.389 5.579 -0.457
C: 6.351 -1.800 4.540
O: -2.915 -0.282 -1.989
C: 1.853 -7.194 -6.132
H: -2.749 -5.926 4.844
C: -1.676 -8.232 2.339
C: -1.711 -1.003 -5.305
C: 4.211 -4.569 0.150
H: 3.276 -0.404 4.020
N: 3.956 2.765 -0.872
H: -0.987 -1.757 2.906
C: -2.982 0.427 6.070
H: -1.102 6.664 -2.531
H: -3.242 3.757 2.402
C: 2.580 1.009 -3.949
C: -4.567 5.369 2.322
C: -0.355 -7.528 2.430
C: 3.420 5.153 1.866
C: -1.291 5.467 -4.249
C: 2.290 4.359 1.966
C: 0.237 -2.428 -5.189
C: 5.161 0.446 3.571
H: -3.500 3.828 5.878
H: -3.650 -8.134 1.537
N: 7.355 1.548 3.050
O: 2.929 3.427 4.003
H: 3.219 -5.488 -8.734
H: -1.129 -0.373 5.185
C: 1.251 5.594 0.193
C: -4.898 3.426 -1.966
H: -4.068 2.813 -1.646
H: 2.134 2.713 -2.664
H: -3.711 5.727 -6.627
C: -6.923 4.934 2.800
H: 1.747 -6.401 -4.178
O: -8.882 3.033 -4.351
N: 0.828 -8.227 2.939
H: -2.327 -0.273 -5.809
H: -1.862 4.620 -6.217
C: 4.902 -1.751 4.521
C: 3.833 1.775 -2.003
H: 4.551 1.327 3.435
C: -2.619 -6.345 1.183
H: -7.919 5.348 2.850
C: -6.393 5.311 -2.013
C: -1.733 6.488 -3.389
C: -3.554 1.620 6.369
H: -4.311 -4.385 3.746
C: -0.653 -1.687 -5.958
N: -0.006 4.859 -4.126
H: 8.171 -0.696 4.403
N: 2.248 3.258 2.929
N: 3.186 -4.105 -4.285
C: -1.374 -5.695 1.222
H: 1.716 0.987 0.160
H: -0.528 -1.649 -7.030
O: -4.903 -0.893 6.065
Br: 1.382 -1.374 1.109
C: 1.094 0.139 -0.125
N: -8.086 2.398 -3.721
C: 3.257 -4.747 -6.755
H: -7.368 2.935 3.426
O: 1.943 -7.651 2.838
C: -1.452 -2.587 3.417
C: 3.564 6.196 0.959
H: -1.811 -9.190 2.819
C: -0.910 -1.854 -3.163
O: -5.419 7.939 1.702
C: 0.144 -2.463 -3.799
C: -3.018 2.863 5.847
H: 6.400 -3.841 2.751
C: 2.784 1.885 -2.906
C: 4.975 -4.047 -0.840
C: -6.602 3.597 3.049
H: 1.329 -8.080 -5.803
C: 1.236 4.601 1.103
H: 1.447 -0.147 -1.115
H: 5.219 -1.028 -3.130
O: -0.622 -6.215 6.308
C: 6.193 -3.435 -0.512
C: -2.832 -2.922 3.207
C: -5.899 5.836 2.455
C: 4.639 -4.573 1.502
O: 3.788 -3.082 -4.503
H: -3.019 8.088 -2.922
C: 2.118 -6.234 -5.178
H: -3.447 -2.357 2.523
H: -1.250 -4.761 0.695
H: -4.551 1.574 6.780
O: -7.428 7.546 2.510
H: -0.599 0.906 0.847
H: 2.215 -7.612 -8.259
H: -5.636 1.619 -2.805
H: 0.895 -2.942 -3.189
H: -8.301 5.007 -3.015
C: -3.635 7.055 -4.790
C: 2.375 -6.908 -7.456
H: 4.523 6.686 0.877
C: 2.991 -5.674 -7.695
N: -3.659 -0.816 6.265
O: -2.945 -1.769 6.563
O: 2.825 -4.428 -3.153
C: -0.305 -6.277 1.914
C: 4.339 -0.591 4.041
C: 4.523 -0.203 -3.156
H: 3.845 -3.873 -6.991
C: -7.076 3.230 -2.995
H: -4.445 7.734 -5.010
O: -8.222 1.230 -3.489
H: -4.607 5.184 -0.749
C: 6.631 -3.381 0.831
N: -2.835 -0.289 -3.234
O: 0.837 -4.707 6.258
H: 4.033 -5.046 2.261
C: 2.801 -4.993 -5.438
H: 5.521 0.606 -1.358
C: 7.135 -0.741 4.101
C: -0.670 -3.299 4.340
C: -3.294 -4.045 3.875
H: -0.928 -0.224 -0.625
C: -7.351 4.573 -2.742
H: 6.830 -2.758 4.678
O: 3.751 3.965 -1.127
C: -2.113 5.224 -5.357
C: -1.767 2.851 5.192
C: -2.836 7.290 -3.627
H: 1.849 1.298 -4.690
O: 6.476 -2.981 -2.815
C: -2.441 -4.905 4.671
H: 0.377 -3.082 4.496
C: -5.871 2.656 -2.616
H: 0.680 -5.838 1.846
H: -3.543 -6.036 0.716
C: 6.552 0.422 3.595
O: -3.671 0.260 -3.933
C: -2.739 -7.591 1.741
H: -3.746 6.061 2.201
C: -5.298 3.167 2.917
H: 4.604 -4.059 -1.854
C: -0.360 0.585 -0.167
O: 0.377 4.066 -5.013
H: 4.361 4.961 2.359
C: 4.750 0.709 -2.108
C: 5.894 -3.998 1.810
H: 3.404 -0.786 -4.864
C: 3.475 -0.097 -4.035
N: -6.283 7.255 2.243
O: 8.538 1.591 3.367
C: -5.200 4.714 -1.519
H: 0.997 -2.917 -5.780
C: -1.821 -1.091 -3.910
H: -0.095 1.675 4.668
C: -4.288 4.014 2.475
H: -1.089 -2.051 -2.116
O: 6.785 2.467 2.519
H: 0.376 3.983 1.315
N: -0.216 -5.161 5.861
H: 3.197 -4.931 0.059

energy above the lowest of the compared OMol25 structures with the same formula, charge and spin = 0.000 eV
HOMO = -0.3556 Eh
spin multiplicity = 1
Kohn-Sham gap = 8.315 eV

Atom charges from the Mulliken analysis, given in e for atoms 1 to 99: number 1, C, carries 0.0884; number 2, H, carries 0.4889; number 3, N, carries 1.0921; number 4, C, carries -0.6430; number 5, H, carries 0.5458; number 6, H, carries 0.5823; number 7, H, carries 0.3019; number 8, O, carries -0.2570; number 9, O, carries -0.5584; number 10, O, carries -0.5627; number 11, Br, carries 0.0296; number 12, H, carries 0.5145; number 13, C, carries -0.2075; number 14, H, carries 0.4610; number 15, O, carries -0.6298; number 16, C, carries -1.0291; number 17, O, carries -0.4236; number 18, C, carries -0.1449; number 19, H, carries 0.4552; number 20, C, carries -0.7742; number 21, O, carries -0.5746; number 22, C, carries -0.6570; number 23, H, carries 0.5233; number 24, C, carries -0.4008; number 25, C, carries -0.4482; number 26, C, carries -0.3661; number 27, H, carries 0.5979; number 28, N, carries 1.0348; number 29, H, carries 0.4550; number 30, C, carries -0.1215; number 31, H, carries 0.3679; number 32, H, carries 0.7144; number 33, C, carries -0.9714; number 34, C, carries -0.2928; number 35, C, carries -0.2588; number 36, C, carries -0.0192; number 37, C, carries -0.0823; number 38, C, carries -0.1401; number 39, C, carries -0.0045; number 40, C, carries 0.2275; number 41, H, carries 0.4335; number 42, H, carries 0.4078; number 43, N, carries 0.9902; number 44, O, carries -0.5903; number 45, H, carries 0.3708; number 46, H, carries 0.6000; number 47, C, carries -0.7370; number 48, C, carries -0.6198; number 49, H, carries 0.5459; number 50, H, carries 0.6666; number 51, H, carries 0.4619; number 52, C, carries -0.3207; number 53, H, carries 0.4014; number 54, O, carries -0.5842; number 55, N, carries 0.9816; number 56, H, carries 0.4803; number 57, H, carries 0.4074; number 58, C, carries -0.2818; number 59, C, carries -0.2300; number 60, H, carries 0.3156; number 61, C, carries -0.4208; number 62, H, carries 0.5129; number 63, C, carries -0.5940; number 64, C, carries 0.0693; number 65, C, carries -0.4490; number 66, H, carries 0.5185; number 67, C, carries -0.9821; number 68, N, carries 1.0432; number 69, H, carries 0.4894; number 70, N, carries 0.9288; number 71, N, carries 1.1710; number 72, C, carries -0.5253; number 73, H, carries -0.1165; number 74, H, carries 0.4223; number 75, O, carries -0.5692; number 76, Br, carries -0.0331; number 77, C, carries -0.1838; number 78, N, carries 0.9405; number 79, C, carries -0.2379; number 80, H, carries 0.4416; number 81, O, carries -0.5747; number 82, C, carries -0.1943; number 83, C, carries -0.9346; number 84, H, carries 0.4424; number 85, C, carries -0.4138; number 86, O, carries -0.5839; number 87, C, carries 0.0809; number 88, C, carries -0.6958; number 89, H, carries 0.4219; number 90, C, carries -0.0372; number 91, C, carries 0.0418; number 92, C, carries -0.7105; number 93, H, carries 0.4089; number 94, C, carries 0.0139; number 95, H, carries 0.2136; number 96, H, carries 0.3406; number 97, O, carries -0.6133; number 98, C, carries -0.1771; number 99, C, carries -0.9506